(1)
Here is a structure of composition C42H44F2N4O13PS3Zr in a non-equilibrium geometry from the OMol25 dataset. Energies are from ωB97M-V with the def2-TZVPD basis set.

Values from the calculation:
E_LUMO in Ha: 0.070
HOMO-LUMO gap in Ha: 0.2928
E_HOMO in hartree: -0.22256
Net charge: -1
Energy relative to the best compared isomer or geometry (same formula, charge and spin) in kcal/mol: 0.0

Each line ends with the Löwdin charge.
Cartesian coordinates (Å):
Zr (-1.001, -1.134, 0.521)  1.828
O (-0.403, -2.872, 1.167)  -0.319
C (0.825, -3.154, 1.742)  -0.297
C (1.962, -2.700, 0.849)  -0.095
C (2.986, -3.577, 0.553)  0.056
C (3.998, -3.190, -0.313)  -0.146
C (4.005, -1.950, -0.921)  0.016
C (2.976, -1.072, -0.634)  0.007
C (1.955, -1.424, 0.250)  -0.302
O (0.967, -0.553, 0.503)  -0.246
N (5.073, -4.145, -0.627)  -0.358
O (5.956, -3.781, -1.384)  0.052
O (5.025, -5.248, -0.111)  0.055
H (0.925, -4.236, 1.895)  0.152
H (3.001, -4.570, 0.981)  0.127
H (4.796, -1.685, -1.606)  0.119
H (2.949, -0.095, -1.092)  0.100
F (4.260, -1.417, 4.311)  0.041
C (2.956, -1.424, 3.941)  -0.270
C (2.357, -0.104, 3.836)  -0.006
C (1.072, 0.014, 3.493)  -0.028
C (0.230, -1.170, 3.307)  -0.239
C (-1.110, -1.059, 3.321)  0.027
C (0.893, -2.532, 3.204)  -0.158
C (2.316, -2.551, 3.681)  0.028
H (2.980, 0.758, 4.037)  0.117
H (0.599, 0.984, 3.397)  0.114
H (-1.579, -0.094, 3.477)  0.073
H (-1.751, -1.932, 3.373)  0.068
H (0.300, -3.224, 3.807)  0.156
H (2.840, -3.496, 3.739)  0.133
F (-4.848, -2.295, -4.839)  0.089
C (-3.528, -2.501, -4.822)  -0.201
C (-2.687, -1.601, -4.312)  0.018
N (-1.319, -1.788, -4.314)  0.018
C (-0.476, -0.817, -3.628)  -0.024
C (-0.640, -0.929, -2.124)  -0.662
O (-1.303, -0.038, -1.510)  -0.156
O (-0.192, -1.913, -1.501)  -0.073
C (-0.748, -2.963, -4.768)  -0.460
O (0.443, -3.174, -4.782)  0.097
N (-1.664, -3.880, -5.260)  0.220
C (-3.044, -3.769, -5.359)  -0.399
O (-3.727, -4.641, -5.846)  0.098
H (-3.041, -0.683, -3.866)  0.148
H (-0.760, 0.186, -3.944)  0.132
H (0.554, -1.032, -3.906)  0.137
H (-1.266, -4.756, -5.567)  0.168
O (-4.330, -5.240, 2.851)  -0.293
S (-4.274, -3.810, 2.731)  0.636
O (-3.957, -3.037, 3.902)  -0.302
N (-3.286, -3.381, 1.490)  -0.093
C (-3.949, -2.912, 0.478)  -0.787
S (-3.193, -2.453, -0.988)  0.716
C (-5.424, -2.768, 0.714)  -0.217
C (-6.385, -2.202, -0.102)  -0.024
C (-7.682, -2.106, 0.385)  -0.073
C (-8.006, -2.571, 1.658)  -0.078
C (-7.037, -3.141, 2.477)  -0.036
C (-5.756, -3.219, 1.975)  -0.221
H (-6.114, -1.849, -1.089)  0.101
H (-8.453, -1.657, -0.228)  0.100
H (-9.024, -2.484, 2.015)  0.100
H (-7.278, -3.504, 3.467)  0.118
C (-3.369, 1.931, -0.145)  -0.120
S (-2.618, 1.145, 1.226)  0.441
O (-3.079, 1.793, 2.416)  -0.275
O (-2.983, -0.307, 1.096)  -0.479
O (-1.140, 1.124, 1.037)  -0.443
H (-3.021, 2.961, -0.171)  0.066
H (-4.442, 1.888, 0.025)  0.078
H (-3.093, 1.398, -1.050)  0.054
C (0.045, 5.231, 0.819)  -0.103
C (1.408, 4.563, 1.016)  -0.701
C (1.491, 4.103, 2.479)  -0.113
C (2.524, 5.575, 0.765)  -0.090
P (1.446, 2.953, 0.043)  1.181
C (3.237, 2.542, 0.137)  -0.357
C (4.299, 3.140, -0.547)  -0.106
C (5.604, 2.717, -0.354)  -0.086
C (5.884, 1.690, 0.542)  -0.085
C (4.847, 1.083, 1.229)  -0.072
C (3.540, 1.504, 1.014)  -0.129
C (1.116, 3.300, -1.779)  -0.684
C (1.603, 4.598, -2.420)  -0.090
C (1.686, 2.097, -2.539)  -0.100
C (-0.413, 3.227, -1.937)  -0.114
H (-0.074, 6.035, 1.551)  0.084
H (-0.772, 4.522, 0.972)  0.074
H (-0.063, 5.669, -0.174)  0.061
H (1.421, 4.971, 3.141)  0.083
H (2.436, 3.596, 2.686)  0.072
H (0.677, 3.418, 2.725)  0.068
H (2.382, 6.437, 1.425)  0.082
H (2.534, 5.943, -0.261)  0.062
H (3.505, 5.151, 0.984)  0.071
H (4.116, 3.950, -1.240)  0.085
H (6.408, 3.193, -0.901)  0.099
H (6.904, 1.361, 0.689)  0.100
H (5.044, 0.269, 1.915)  0.105
H (2.725, 0.998, 1.513)  0.067
H (2.688, 4.707, -2.404)  0.060
H (1.169, 5.479, -1.947)  0.061
H (1.295, 4.610, -3.471)  0.082
H (2.777, 2.088, -2.554)  0.075
H (1.332, 2.123, -3.574)  0.086
H (1.348, 1.161, -2.087)  0.061
H (-0.922, 4.028, -1.401)  0.059
H (-0.794, 2.274, -1.573)  0.043
H (-0.671, 3.322, -2.997)  0.086

(2)
Here is a structure of composition C42H44F5ILaN5O5S6 in a non-equilibrium geometry from the OMol25 dataset. Energies are from ωB97M-V with the def2-TZVPD basis set.

Values from the calculation:
E_LUMO in Ha: 0.135
HOMO-LUMO gap in Ha: 0.2000
E_HOMO in hartree: -0.06515
Net charge: -2
Energy relative to the best compared isomer or geometry (same formula, charge and spin) in kcal/mol: 37.1

Each line ends with the Löwdin charge.
Cartesian coordinates (Å):
La (-0.496, 0.320, 0.215)  1.971
C (-3.374, -4.650, -0.677)  -0.117
C (-2.722, -4.368, -2.029)  -0.296
N (-2.920, -3.022, -2.496)  -0.029
C (-2.152, -1.965, -2.086)  -0.784
S (-0.785, -2.238, -1.118)  0.682
N (-2.465, -0.814, -2.634)  -0.035
N (-1.968, 0.319, -2.146)  -0.075
C (-1.907, 1.353, -2.934)  -0.294
C (-2.130, 1.244, -4.421)  -0.033
C (-1.672, 2.646, -2.326)  -0.274
C (-1.476, 3.800, -3.097)  -0.030
C (-1.311, 5.012, -2.462)  -0.081
C (-1.384, 5.057, -1.080)  -0.063
C (-1.595, 3.872, -0.388)  -0.155
N (-1.708, 2.695, -0.979)  0.036
H (-3.158, -5.667, -0.354)  0.070
H (-4.454, -4.512, -0.720)  0.050
H (-2.971, -3.956, 0.054)  0.036
H (-3.110, -5.050, -2.794)  0.105
H (-1.644, -4.513, -1.943)  0.073
H (-3.846, -2.766, -2.809)  0.127
H (-2.425, 0.221, -4.647)  0.059
H (-1.210, 1.476, -4.958)  0.081
H (-2.910, 1.927, -4.756)  0.073
H (-1.428, 3.741, -4.175)  0.100
H (-1.133, 5.912, -3.038)  0.101
H (-1.262, 5.984, -0.542)  0.100
H (-1.662, 3.876, 0.690)  0.083
O (2.175, -0.148, 0.377)  -0.210
C (2.896, 0.717, 1.241)  -0.277
C (3.678, 0.012, 2.348)  -0.148
C (2.808, -0.886, 3.236)  -0.137
C (1.599, -0.232, 3.846)  -0.270
C (1.598, 0.067, 5.207)  -0.032
C (0.447, 0.548, 5.804)  -0.072
C (-0.678, 0.713, 5.016)  -0.037
C (-0.582, 0.417, 3.663)  -0.134
N (0.523, -0.037, 3.085)  0.100
H (1.792, -0.899, 0.904)  -0.005
H (2.207, 1.440, 1.689)  0.068
H (3.599, 1.265, 0.601)  0.117
H (4.156, 0.784, 2.958)  0.111
H (4.468, -0.608, 1.917)  0.112
H (3.434, -1.284, 4.039)  0.114
H (2.452, -1.729, 2.644)  0.059
H (2.495, -0.097, 5.789)  0.102
H (0.424, 0.773, 6.863)  0.097
H (-1.610, 1.067, 5.431)  0.101
H (-1.436, 0.549, 3.010)  0.071
F (4.591, 0.230, -5.384)  0.069
C (3.862, 0.814, -4.400)  -0.148
C (2.790, 0.143, -3.807)  -0.149
F (2.483, -1.101, -4.218)  0.100
C (2.055, 0.764, -2.822)  -0.218
F (1.002, 0.100, -2.257)  -0.045
C (2.327, 2.069, -2.350)  -0.589
S (1.422, 2.757, -1.106)  0.719
C (3.410, 2.717, -2.995)  -0.243
F (3.742, 3.978, -2.640)  0.046
C (4.157, 2.109, -3.980)  -0.158
F (5.188, 2.767, -4.561)  0.074
C (0.045, -3.552, 3.278)  -0.240
S (1.152, -3.469, 1.665)  0.677
C (0.097, -4.758, 0.887)  -0.295
O (0.648, -2.101, 1.265)  -0.754
H (-0.918, -3.115, 3.053)  -0.004
H (0.540, -2.964, 4.045)  0.011
H (-0.071, -4.577, 3.619)  0.021
H (0.579, -5.720, 1.027)  0.014
H (-0.884, -4.758, 1.342)  0.033
H (0.018, -4.516, -0.165)  -0.021
I (3.404, -5.398, -0.247)  0.523
C (2.334, -3.514, -0.105)  -0.789
H (1.821, -3.372, -1.052)  -0.058
H (3.120, -2.764, -0.011)  -0.044
O (-2.589, 0.021, 1.140)  -0.381
C (-3.806, -0.071, 1.713)  -0.632
C (-4.016, -1.478, 2.250)  -0.468
C (-3.314, -2.046, 3.268)  -0.158
C (-3.643, -3.401, 3.491)  -0.191
C (-4.591, -3.854, 2.634)  -0.409
S (-5.096, -2.626, 1.534)  1.014
C (-4.926, 0.320, 0.754)  -0.457
C (-4.778, 0.927, -0.451)  -0.102
C (-6.006, 1.262, -1.067)  -0.186
C (-7.080, 0.927, -0.312)  -0.426
S (-6.608, 0.185, 1.173)  0.985
C (-4.005, 0.919, 2.867)  -0.456
C (-3.586, 2.209, 2.907)  -0.113
C (-3.981, 2.893, 4.079)  -0.179
C (-4.718, 2.117, 4.911)  -0.426
S (-4.931, 0.520, 4.283)  1.017
H (-2.581, -1.504, 3.841)  0.104
H (-3.185, -4.003, 4.257)  0.098
H (-5.034, -4.829, 2.573)  0.054
H (-3.808, 1.126, -0.867)  0.077
H (-6.071, 1.735, -2.035)  0.095
H (-8.128, 1.054, -0.521)  0.045
H (-2.977, 2.648, 2.139)  0.098
H (-3.708, 3.913, 4.284)  0.100
H (-5.148, 2.363, 5.862)  0.043
C (1.458, 3.971, 2.541)  -0.004
C (0.122, 3.241, 2.271)  -0.718
O (-0.910, 3.719, 2.743)  -0.020
O (0.205, 2.202, 1.557)  -0.326
H (1.265, 4.943, 2.987)  0.063
H (1.980, 4.088, 1.596)  0.049
H (2.075, 3.378, 3.216)  0.066